Molecular formula: C39H41B2N9S2SbScSe
Method: DFT, the ωB97M-V functional and the def2-TZVPD basis

- Kohn-Sham gap: 5.51 eV
- ΔE to the lowest compared entry with this formula, charge and spin: 0.000 eV
- Energy: -6252.32483 Ha

```
! wB97M-V def2-TZVPD RIJCOSX def2/J DEFGRID3
* xyz -2 1
Sc 1.488 -0.408 -1.210
B 5.073 -0.507 0.265
N 4.012 -1.379 0.975
C 4.291 -2.284 1.917
C 3.142 -3.004 2.196
C 2.180 -2.440 1.362
N 2.712 -1.457 0.629
N 4.497 0.893 -0.062
C 5.112 2.052 0.197
C 4.496 3.052 -0.537
C 3.484 2.388 -1.227
N 3.486 1.088 -0.931
H 6.004 -0.354 1.023
H 5.401 -1.030 -0.771
H 5.287 -2.378 2.315
H 3.020 -3.810 2.900
H 1.139 -2.693 1.269
H 5.953 2.094 0.868
H 4.737 4.101 -0.569
H 2.772 2.805 -1.921
B -0.350 2.138 -3.211
N 1.012 1.697 -3.826
C 1.653 2.254 -4.859
C 2.866 1.608 -5.034
C 2.887 0.650 -4.022
N 1.763 0.708 -3.306
N -0.026 2.564 -1.747
C -0.237 3.758 -1.178
C 0.343 3.761 0.078
C 0.890 2.485 0.198
N 0.668 1.778 -0.911
H -0.727 3.119 -3.808
H -1.124 1.228 -3.227
H 1.210 3.072 -5.403
H 3.624 1.802 -5.773
H 3.649 -0.074 -3.779
H -0.780 4.527 -1.702
H 0.356 4.559 0.801
H 1.448 2.051 1.015
C -1.833 -3.096 1.163
C -1.228 -2.220 0.096
S -0.445 -0.744 0.672
C -1.264 -2.525 -1.213
C -1.959 -3.766 -1.733
S -0.554 -1.510 -2.446
H -2.297 -2.475 1.929
H -1.068 -3.713 1.650
H -2.599 -3.758 0.756
H -2.950 -3.884 -1.283
H -1.372 -4.664 -1.520
H -2.072 -3.681 -2.812
Se 2.905 -2.583 -2.272
C 2.807 -2.805 -4.158
C 1.807 -2.257 -4.963
C 1.870 -2.449 -6.333
N 2.823 -3.142 -6.960
C 3.761 -3.685 -6.180
C 3.798 -3.553 -4.806
H 0.993 -1.704 -4.522
H 1.110 -2.018 -6.979
H 4.530 -4.252 -6.701
H 4.585 -4.004 -4.215
C -5.604 3.888 4.622
C -5.812 3.707 3.261
C -4.923 2.941 2.520
C -3.813 2.329 3.105
C -3.625 2.521 4.474
C -4.508 3.287 5.226
Sb -2.326 1.382 1.725
C -3.747 -0.166 1.229
C -3.741 -0.575 -0.104
C -4.648 -1.523 -0.554
C -5.565 -2.078 0.330
C -5.576 -1.680 1.660
C -4.675 -0.720 2.105
C -1.130 0.827 3.455
C -0.160 1.757 3.820
C 0.795 1.455 4.783
C 0.784 0.213 5.397
C -0.196 -0.712 5.061
C -1.143 -0.406 4.095
H -6.290 4.491 5.206
H -6.664 4.176 2.779
H -5.091 2.806 1.454
H -2.773 2.060 4.962
H -4.339 3.423 6.289
H -3.001 -0.174 -0.791
H -4.619 -1.843 -1.589
H -6.264 -2.832 -0.016
H -6.288 -2.117 2.351
H -4.693 -0.396 3.141
H -0.147 2.728 3.330
H 1.561 2.180 5.034
H 1.545 -0.041 6.125
H -0.202 -1.686 5.536
H -1.884 -1.146 3.816
*
```